Formula: C6H9NO
Source: the Open Molecules 2025 dataset
Level of theory: ωB97M-V with the def2-TZVPD basis set

CARTESIAN COORDINATES (ANGSTROEM)
O  1.6878  0.2453  -0.7527
C  0.3944  0.6854  -0.3531
C  0.8521  1.7238  0.6468
C  0.1378  0.3732  1.0741
N  0.1539  -1.0440  1.0631
C  -0.7066  -1.3318  -0.2155
C  -1.9179  -0.4143  -0.4176
C  -0.6155  -0.1374  -1.1114
H  1.8501  -0.7180  -0.4736
H  0.0873  2.5128  0.8910
H  1.9645  1.8547  0.7140
H  -0.8749  0.7831  1.4249
H  -0.1597  -1.5022  1.8585
H  -0.7908  -2.3659  -0.5763
H  -2.7070  -0.8929  -1.0771
H  -2.3505  0.2943  0.3333
H  -0.4639  -0.0134  -2.2542

Cartesian forces (eV/Å) of the 3 atoms listed first:
0.71 -2.77 -0.05
1.31 0.35 0.22
-0.97 0.18 0.73

Output
SMILES: O[C@]12C[C@@H]1N[C@H]1C[C@H]12
calculated total energy: -363.81920 Ha
gap between HOMO and LUMO: 9.4494 eV
E_LUMO: 1.01 eV
largest force on an atom: 0.06644 hartree/bohr

Formula: C6H9NO
Source: the Open Molecules 2025 dataset
Level of theory: ωB97M-V with the def2-TZVPD basis set

CARTESIAN COORDINATES (ANGSTROEM)
C  0.9844  1.9842  -0.0015
C  0.1368  0.7704  0.1093
C  -1.1707  0.2598  -0.5460
C  -1.0448  -1.2179  -0.2432
C  0.4199  -1.5152  -0.6263
C  0.6314  -0.6339  0.6557
H  2.0342  1.9133  -0.4018
H  0.5000  2.7501  -0.5801
H  1.0251  2.3743  1.0570
H  -1.7889  0.6439  -1.3744
H  -1.9664  -1.7388  -0.5626
H  0.7748  -1.1204  -1.6057
H  0.7582  -2.5518  -0.4743
H  1.4878  -0.9086  1.1475
H  -1.1109  -0.7694  1.7545
N  -0.5878  -1.3288  1.0890
O  -1.0829  1.0886  0.6027

Cartesian forces (eV/Å) of the 3 atoms listed first:
1.50 0.59 0.51
0.67 -1.33 -1.10
1.70 1.51 -0.47

Output
calculated total energy: -363.89327 Ha
gap between HOMO and LUMO: 9.8609 eV
E_LUMO: 1.07 eV
largest force on an atom: 0.06585 hartree/bohr

Formula: C6H9NO
Source: the Open Molecules 2025 dataset
Level of theory: ωB97M-V with the def2-TZVPD basis set

CARTESIAN COORDINATES (ANGSTROEM)
C  -0.4971  -1.4062  1.1373
C  0.9098  -0.7915  -0.1598
C  1.1170  0.8560  -0.1633
C  0.0953  1.2555  -1.1500
C  -0.9014  0.5826  -0.2290
C  -0.5352  -0.8556  -0.2426
H  -1.0661  -2.4604  0.9531
H  -1.0894  -0.6799  1.8816
H  1.8020  -1.0849  -0.6705
H  2.0973  1.3242  -0.0589
H  0.0938  2.3861  -1.3731
H  0.1014  0.7899  -2.2305
H  -2.0596  0.7825  -0.5726
H  0.0766  0.9680  1.6254
H  -1.1255  -1.5610  -0.7635
N  0.0037  1.3648  0.7495
O  0.9774  -1.4699  1.2669

Cartesian forces (eV/Å) of the 3 atoms listed first:
-2.36 -1.84 1.78
4.54 2.05 2.42
-1.41 -1.02 1.90

Output
calculated total energy: -363.81891 Ha
gap between HOMO and LUMO: 10.4462 eV
E_LUMO: 1.00 eV
largest force on an atom: 0.13422 hartree/bohr

Formula: C6H9NO
Source: the Open Molecules 2025 dataset
Level of theory: ωB97M-V with the def2-TZVPD basis set

CARTESIAN COORDINATES (ANGSTROEM)
H  -1.7446  2.5450  -0.9384
N  -1.6325  1.6386  -1.3938
C  -0.7486  0.9266  -0.8430
C  0.3317  0.7871  0.1546
C  1.0134  1.4777  1.0708
C  -0.0745  -0.3053  -0.7477
C  0.5737  -1.3053  -1.6366
C  -0.3826  -1.1019  0.9224
O  -1.2380  -0.5733  1.8525
H  0.9713  1.6558  2.1392
H  1.7983  2.2092  0.9138
H  -0.1198  -2.1167  -1.8727
H  0.8604  -0.8231  -2.5722
H  1.4656  -1.7396  -1.1847
H  -0.9031  -1.9435  0.4711
H  0.5841  -1.4362  1.3130
H  -0.7550  0.1049  2.3515

Cartesian forces (eV/Å) of the 3 atoms listed first:
0.19 -0.13 -0.02
0.04 -0.03 -0.36
-1.06 0.26 1.97

Output
SMILES: [H]/N=C1\C(=C)[C@@]1(C)CO
calculated total energy: -363.72832 Ha
gap between HOMO and LUMO (spin up / spin down): 6.4616 / 7.5815 eV
E_LUMO (spin up / spin down): -0.27 / 0.12 eV
largest force on an atom: 0.07626 hartree/bohr

Formula: C6H9NO
Source: the Open Molecules 2025 dataset
Level of theory: ωB97M-V with the def2-TZVPD basis set

CARTESIAN COORDINATES (ANGSTROEM)
C  -2.2440  -0.4491  -0.4531
O  -1.4684  -0.2215  -1.5735
C  -0.7063  -0.2132  -0.3767
C  0.5111  -1.2539  -0.1325
C  1.6194  -0.2921  0.2125
N  2.0280  0.6299  1.3018
C  0.7076  0.7560  1.0029
C  -0.0653  1.2292  -0.0559
H  -3.0798  0.1735  -0.1183
H  -2.5734  -1.5240  -0.1174
H  -0.0417  -1.6267  0.7715
H  0.7663  -2.2090  -0.7404
H  2.0514  -0.1109  -0.7645
H  2.0174  0.1577  2.3265
H  -0.0680  0.2830  1.7622
H  0.5779  1.6008  -0.8987
H  -1.0337  1.9574  0.0717

Cartesian forces (eV/Å) of the 3 atoms listed first:
1.02 -2.63 2.75
-0.33 -0.33 -0.97
-0.81 1.43 -2.88

Output
SMILES: C1OC12C[C@@H]1N[C@H]1C2
calculated total energy: -363.74857 Ha
gap between HOMO and LUMO: 9.1344 eV
E_LUMO: 0.82 eV
largest force on an atom: 0.11255 hartree/bohr

Formula: C6H9NO
Source: the Open Molecules 2025 dataset
Level of theory: ωB97M-V with the def2-TZVPD basis set

CARTESIAN COORDINATES (ANGSTROEM)
C  -0.9639  0.2915  0.0434
C  -1.0403  -0.9389  0.7954
C  -0.4474  -1.0667  -0.5839
C  1.3201  -0.2990  0.3734
C  1.8194  1.0884  -0.2803
C  0.4239  0.8321  0.5071
H  -1.7363  2.2937  0.2763
H  -2.8667  0.4267  -0.4223
H  -2.1604  -1.2698  0.7120
H  -0.4684  -1.2784  1.6462
H  -0.8710  -1.5290  -1.5979
H  1.9373  -0.8474  1.2892
H  1.9903  1.2910  -1.4739
H  2.6548  1.7221  0.2878
H  0.3191  1.0623  1.5795
N  -1.7098  1.2973  -0.4446
O  0.8124  -1.2996  -0.5394

Cartesian forces (eV/Å) of the 3 atoms listed first:
7.75 0.45 -0.18
-5.77 -2.72 -0.64
-6.38 0.19 -2.33

Output
calculated total energy: -363.70684 Ha
gap between HOMO and LUMO: 8.6223 eV
E_LUMO: 0.57 eV
largest force on an atom: 0.15097 hartree/bohr

Formula: C6H9NO
Source: the Open Molecules 2025 dataset
Level of theory: ωB97M-V with the def2-TZVPD basis set

CARTESIAN COORDINATES (ANGSTROEM)
C  -1.2437  0.9752  0.3485
C  -1.6261  -1.3976  -0.0497
N  -0.6443  -0.3165  -0.0092
C  0.9083  -0.8159  0.1893
C  0.6857  0.1461  -1.4203
C  2.5501  0.9415  0.3945
C  1.6627  0.3523  -0.4036
O  1.3210  -1.9310  0.3927
H  0.2180  0.9696  -1.9587
H  -1.9226  1.3039  -0.4422
H  -1.8203  0.8912  1.2757
H  -0.4718  1.7348  0.4715
H  -1.1634  -2.3512  -0.3010
H  -2.1017  -1.5329  0.9275
H  -2.3852  -1.1699  -0.8010
H  3.2702  1.6493  0.0037
H  2.7633  0.5512  1.3823

Cartesian forces (eV/Å) of the 3 atoms listed first:
0.50 0.00 0.56
0.11 -0.19 -0.39
2.86 -0.81 -0.77

Output
calculated total energy: -363.80151 Ha
gap between HOMO and LUMO (spin up / spin down): 8.0816 / 8.0810 eV
E_LUMO (spin up / spin down): 0.34 / 0.34 eV
largest force on an atom: 0.06693 hartree/bohr

Formula: C6H9NO
Source: the Open Molecules 2025 dataset
Level of theory: ωB97M-V with the def2-TZVPD basis set

CARTESIAN COORDINATES (ANGSTROEM)
C  -2.1016  0.7049  1.0305
C  -1.8689  0.4958  -0.4388
O  -2.1366  1.2856  -1.3072
C  -1.3243  -0.8174  -0.7435
N  -0.9346  -1.8611  -1.0006
H  -1.3081  0.2516  1.6212
H  -2.1975  1.7632  1.2506
H  -3.0434  0.2111  1.2907
C  1.2210  0.7259  0.7069
C  1.4834  0.2027  -0.4780
C  2.0621  -1.1515  -0.6960
H  0.8235  1.7203  0.8152
H  1.4244  0.1873  1.6175
H  1.2803  0.7716  -1.3766
H  2.9131  -1.0907  -1.3794
H  1.3202  -1.8050  -1.1525
H  2.3870  -1.5943  0.2398

Cartesian forces (eV/Å) of the 3 atoms listed first:
-0.21 0.07 0.00
-0.38 0.90 0.52
0.18 -0.28 0.13

Output
SMILES: CC(=O)C#N.C=CC
calculated total energy: -363.96150 Ha
gap between HOMO and LUMO: 9.7281 eV
E_LUMO: -0.19 eV
largest force on an atom: 0.02150 hartree/bohr

Relative energy (zero: lowest compared OMol25 entry of this formula, charge and spin)? In order: 128.7, 82.2, 128.8, 185.7, 173.0, 199.2, 139.8, 39.4 kcal/mol.